Computed, not measured: a cluster of 2 separate species, C12H11N3 in total at a distorted geometry, with wB97M-V/def2-TZVPD.

## Properties
LUMO (alpha / beta), eV: -0.9 / -2.9
HOMO-LUMO gap (alpha / beta), eV: 8.66 / 4.51
Multiplicity: 1
Energy relative to the best compared isomer or geometry (same formula, charge and spin), kcal/mol: 121.6

Each line ends with the natural charge from an NBO analysis.
Positions of all 26 atoms, in Å:
N1 1.2606 1.7035 0.4598  -0.54
N2 1.3627 2.5119 2.4745  -0.51
N3 -0.7609 2.1318 -2.4555  -0.32
C1 1.4683 -0.3833 -1.7700  -0.65
C2 -1.1811 -3.1354 0.3745  -0.21
C3 -1.9963 -0.5350 -0.2190  -0.20
C4 2.1783 2.6884 0.4148  0.09
C5 -2.3078 -2.6141 0.9219  -0.21
C6 -0.3848 1.1790 -1.9558  0.24
C7 -2.7486 -1.3102 0.5807  -0.20
C8 -0.2924 -2.3087 -0.3091  -0.21
C9 0.1512 0.0515 -1.2810  0.03
C10 2.1284 3.3192 1.6641  0.04
C11 -0.7167 -0.9375 -0.6428  -0.08
C12 0.7903 1.5784 1.6912  0.31
H1 -0.0441 0.8950 2.1384  0.23
H2 2.6751 4.0076 2.1409  0.20
H3 2.7707 2.9173 -0.4075  0.21
H4 0.6785 -2.5926 -0.6943  0.21
H5 -2.3811 0.4433 -0.3876  0.22
H6 -3.0857 -3.1200 1.4873  0.22
H7 -3.6884 -0.8556 0.9640  0.22
H8 1.8757 0.5543 -2.2407  0.24
H9 1.1708 -1.2095 -2.3640  0.23
H10 -0.9845 -4.2028 0.3319  0.22
H11 2.0617 -0.7764 -0.9168  0.23



Computed, not measured: the molecule C4H8N2O at a distorted geometry, with wB97M-V/def2-TZVPD.

## Properties
LUMO, eV: 0.9
SMILES: NC(=O)CN1CC1
HOMO-LUMO gap, eV: 9.89
Multiplicity: 1
Energy relative to the best compared isomer or geometry (same formula, charge and spin), kcal/mol: 79.6

Each line ends with the natural charge from an NBO analysis.
Positions of all 15 atoms, in Å:
O1 -0.4111 -0.9899 2.6829  -0.61
N1 0.7166 0.4731 -0.4644  -0.43
N2 -1.6455 -0.0951 0.9943  -0.83
C1 0.7756 0.1081 0.9320  -0.31
C2 0.6525 -0.2787 -1.6439  -0.20
C3 -0.4804 -0.3948 1.6234  0.66
C4 -0.2220 0.9426 -1.4366  -0.29
H1 1.5415 -0.6685 1.0375  0.24
H2 -2.5043 -0.3996 1.4217  0.40
H3 1.5465 -0.5114 -2.2092  0.21
H4 -0.0542 1.9911 -1.7299  0.23
H5 -0.1943 -1.0735 -1.7493  0.14
H6 1.1424 0.9745 1.5030  0.23
H7 -1.1135 0.2408 -1.6351  0.18
H8 -1.6663 0.4138 0.1254  0.40



Computed, not measured: a structure of composition C47H95Cl3N2NbO14 at a distorted geometry, with wB97M-V/def2-TZVPD.

## Properties
LUMO, eV: 1.6
HOMO-LUMO gap, eV: 6.28
Multiplicity: 1
Charge: -1

Each line ends with the Mulliken charge.
Positions of all 162 atoms, in Å:
Nb1 -0.2647 1.2182 -1.3868  -1.46
Cl1 -0.3865 2.3231 -6.4165  -0.29
Cl2 -0.8932 -0.2735 -4.5669  -0.26
Cl3 -0.1942 2.9378 3.0103  -0.29
O1 -9.7151 -1.3914 0.0713  -0.37
O2 5.9558 -1.5837 1.6002  -0.52
O3 -3.1615 0.1283 -2.2463  -0.28
O4 -2.9556 -6.8574 -0.0717  -0.56
O5 -5.7531 -3.5165 5.8710  -0.53
O6 2.4663 6.0272 -6.6209  -0.54
O7 1.9376 1.6811 1.9232  -0.54
O8 2.8296 6.1836 5.6790  -0.57
O9 -2.8791 -2.0454 2.3587  -0.31
O10 10.9296 -4.7502 -1.2280  -0.55
O11 -0.4836 -9.7224 -3.1122  -0.58
O12 -6.3283 -1.6127 -1.5906  -0.43
O13 5.0628 7.9726 -0.1022  -0.47
O14 1.0337 -0.4207 -1.7525  -0.48
N1 4.0349 -2.0027 -0.0890  -0.03
N2 -1.6354 3.7163 0.1799  -0.41
C1 5.7403 8.8885 0.3617  0.83
C2 -1.7784 -0.8069 4.0781  -0.84
C3 2.8863 4.6606 7.5172  -1.15
C4 3.2708 6.2867 -8.8540  -1.11
C5 -4.8976 -1.5139 -1.1491  0.34
C6 -8.8213 -1.0769 -1.0555  -0.60
C7 2.8696 4.8103 -0.8602  -0.68
C8 1.4104 4.0233 -0.6251  0.85
C9 -3.5348 -5.8163 0.2344  0.75
C10 -10.0875 -0.1938 0.8405  -0.04
C11 1.5540 2.5539 -1.2562  -0.54
C12 -2.5076 -2.0047 3.5306  0.84
C13 1.0303 5.1437 -8.3117  -0.74
C14 -0.2054 2.4867 -4.5431  0.11
C15 -1.7119 -9.6683 -3.1489  0.77
C16 -1.8087 2.8905 -1.0699  -0.47
C17 10.6942 -5.8844 -0.8145  0.88
C18 -2.7646 -3.1506 4.4722  -1.20
C19 -6.8682 -3.4355 5.3581  0.73
C20 -4.3608 0.0202 -1.3494  -0.49
C21 0.6100 1.7151 1.8065  -0.12
C22 -2.5037 -10.5231 -4.1020  -1.08
C23 -2.4809 -8.7446 -2.2427  -0.93
C24 2.2732 5.8365 -7.8206  0.82
C25 6.3450 -2.6938 0.7089  0.46
C26 -7.2161 -0.9594 -0.6045  0.18
C27 -5.0217 -5.7885 0.4667  -1.05
C28 1.7654 -0.8824 -0.5969  0.21
C29 5.5480 10.3105 -0.0930  -1.14
C30 -1.9833 -0.3284 -1.5101  0.09
C31 -7.1187 -2.5479 4.1685  -0.88
C32 10.1032 -6.9371 -1.7136  -1.12
C33 6.7934 8.6303 1.4057  -1.10
C34 -0.4251 1.3299 -3.6763  0.47
C35 3.0310 -1.7990 -1.2015  -0.93
C36 -0.3679 0.8373 0.8719  0.06
C37 -11.6902 -0.1731 1.3028  -0.89
C38 2.0032 3.9966 5.1934  -0.40
C39 0.2197 3.9260 -3.9619  -0.48
C40 3.5694 5.0615 0.6282  -0.27
C41 -2.7837 -4.5212 0.3912  -0.04
C42 10.9863 -6.2731 0.6102  -1.09
C43 2.7513 6.2434 1.4808  -0.89
C44 7.9129 -2.4624 0.2844  -1.17
C45 -8.0347 -4.2204 5.8961  -1.14
C46 5.2973 -2.6726 -0.5817  -0.59
C47 2.5942 5.0493 6.0925  0.71
H1 -7.8651 -1.7903 4.4207  0.39
H2 -1.4880 1.1247 1.1738  0.45
H3 11.7122 -7.0898 0.6312  0.35
H4 -12.1931 -1.2323 1.2659  0.25
H5 -1.8174 -11.1388 -4.6931  0.30
H6 -1.7202 -4.6923 0.1935  0.30
H7 5.8397 -2.0806 -1.4506  0.27
H8 4.7213 5.2502 0.5814  0.29
H9 -9.1536 -0.1029 -1.6457  0.28
H10 -3.1586 -3.7854 -0.3246  -0.09
H11 -2.8941 -4.1490 1.4128  -0.22
H12 -0.7856 -1.1033 4.4258  0.37
H13 1.8455 4.4188 4.1952  -0.12
H14 -4.9200 -1.8446 -0.0022  -0.07
H15 7.7735 8.9314 1.0272  0.36
H16 -1.9743 4.6877 -0.0829  0.23
H17 6.8206 7.5601 1.6369  0.25
H18 10.7899 -7.7833 -1.7962  0.35
H19 -8.8828 -1.9601 -1.8287  0.29
H20 3.5523 4.1673 -1.5583  0.31
H21 -3.0775 -9.8881 -4.7817  0.31
H22 0.6050 4.7413 -1.0700  0.01
H23 -4.2445 -2.3342 -1.6914  0.16
H24 2.8052 7.0077 -9.5306  0.31
H25 1.3009 4.2301 -8.8470  0.31
H26 -7.7062 -4.8164 6.7541  0.31
H27 -1.7797 -8.1900 -1.6100  0.30
H28 8.0313 -1.4434 -0.3166  0.35
H29 3.5908 -2.4979 0.7143  0.20
H30 -7.4579 -3.1491 3.3212  0.31
H31 -2.8341 2.3032 -0.8730  0.29
H32 5.0231 -3.7769 -0.8627  0.24
H33 1.2568 4.0831 0.5575  -0.48
H34 2.4269 7.1387 0.7941  0.25
H35 -11.7221 0.2200 2.4293  0.26
H36 2.6742 -2.7726 -1.7402  0.25
H37 -5.2318 -5.4728 1.4917  0.25
H38 1.4100 3.9714 -3.8931  0.18
H39 -2.3315 -0.6792 -0.4239  -0.03
H40 9.9455 -6.5149 -2.7118  0.29
H41 3.3673 4.0603 1.2357  0.24
H42 4.7556 10.3461 -0.8482  0.28
H43 1.0395 3.6676 5.5901  0.31
H44 -0.0495 4.7300 -4.8038  0.28
H45 -2.0477 3.5144 -2.0480  0.22
H46 2.6899 3.1504 5.1108  0.30
H47 6.2018 -3.6983 1.3004  0.14
H48 -7.0213 0.2095 -0.4958  0.15
H49 8.5430 -2.3468 1.2738  0.36
H50 9.1395 -7.2662 -1.3169  0.31
H51 3.3757 6.5972 2.4121  0.20
H52 8.3147 -3.3951 -0.3271  0.18
H53 -8.4148 -4.8961 5.1257  0.31
H54 -9.4770 -0.2398 1.8650  0.09
H55 3.6413 5.4240 -9.4133  0.31
H56 -5.2603 0.6355 -1.8133  0.34
H57 -3.1716 -11.1827 -3.5423  0.30
H58 11.4098 -5.4140 1.1412  0.28
H59 -3.2990 -3.9448 3.9401  0.15
H60 6.5531 9.1795 2.3196  0.32
H61 10.0619 -6.5726 1.1105  0.31
H62 6.4726 10.6865 -0.5383  0.33
H63 2.3782 1.9717 -0.6164  0.34
H64 -6.1875 -2.0432 3.8897  0.16
H65 -2.2653 3.4247 0.9567  0.27
H66 3.6122 3.8439 7.5382  0.31
H67 -0.2841 -0.3118 1.1742  0.44
H68 -9.9040 0.8252 0.2949  0.27
H69 -2.3521 -0.3649 4.8966  0.40
H70 -4.1782 0.4663 -0.2822  0.23
H71 -3.3822 -2.8131 5.3084  0.33
H72 5.2522 10.9346 0.7540  0.33
H73 -7.0830 -1.3918 0.4992  -0.05
H74 -5.4964 -5.1091 -0.2458  0.28
H75 -3.1479 -9.3249 -1.6000  0.31
H76 -3.0537 -8.0304 -2.8395  0.30
H77 2.0366 2.5791 -2.3493  0.41
H78 3.3098 5.5198 8.0482  0.31
H79 1.1218 -1.6200 0.0460  0.06
H80 -1.5969 -1.3312 -2.0302  0.26
H81 2.7109 5.8883 -1.3482  0.26
H82 3.5574 -1.0750 -1.9922  0.25
H83 0.4021 4.8754 -7.4556  0.02
H84 1.7492 5.7700 1.9044  0.24
H85 4.1171 6.7706 -8.3548  0.29
H86 1.9619 4.3612 8.0175  0.31
H87 6.7095 -0.9208 1.6914  0.29
H88 -1.6638 -0.0588 3.2865  -0.11
H89 -12.3228 0.5817 0.6694  0.24
H90 2.2858 -0.0834 0.0736  0.03
H91 0.4647 5.8138 -8.9641  0.33
H92 -1.8157 -3.5514 4.8374  0.40
H93 -8.8218 -3.5374 6.2253  0.32
H94 -0.2808 4.3079 -2.9904  0.03
H95 -5.4311 -6.7936 0.3185  0.32



Computed, not measured: the ion C4H6N3 with charge +1 at a distorted geometry, with wB97M-V/def2-TZVPD.

## Properties
LUMO (alpha / beta), eV: -5.6 / -5.6
HOMO-LUMO gap (alpha / beta), eV: 7.57 / 7.56
Multiplicity: 1
Charge: +1
Energy relative to the best compared isomer or geometry (same formula, charge and spin), kcal/mol: 145.9

Each line ends with the natural charge from an NBO analysis.
Positions of all 13 atoms, in Å:
N1 -2.6131 0.5212 0.4770  -0.50
N2 0.6422 -0.3827 0.2953  -0.51
N3 -0.0537 0.2555 2.5072  -0.45
C1 0.6870 -0.0794 -1.1449  -0.44
C2 0.3366 0.4494 1.2279  0.35
C3 -1.3316 0.0847 2.5472  0.00
C4 -2.0442 0.1764 1.4275  0.43
H1 0.9448 -1.4012 0.5532  0.42
H2 0.6010 1.0385 -1.4257  0.25
H3 -0.0599 -0.3911 -1.7712  0.23
H4 0.5283 0.5692 3.3434  0.47
H5 1.5444 -0.5309 -1.6604  0.24
H6 -3.5080 0.8854 -0.0376  0.51